Formula: C2H5N3O
Source: the OMol25 dataset
Level of theory: ωB97M-V/def2-TZVPD

Computed properties:
Kohn-Sham gap, Eh: 0.34870
Max |F|, hartree/bohr: 0.0290
ΔE to the lowest compared entry with this formula, charge and spin, kJ/mol: 535.6
HOMO energy, hartree: -0.323
Electronic energy, eV: -8668.0909

The geometry in XYZ format:
```
11
Properties=species:S:1:pos:R:3:forces:R:3
C 1.269 -0.811 0.361 -0.02 -0.07 -0.01
C 0.020 -0.091 0.700 0.01 0.73 0.99
N -0.958 0.512 -1.372 0.11 0.59 0.21
N -0.389 0.462 1.798 0.76 -0.72 -0.63
N -1.099 0.107 -0.131 -0.89 -0.24 0.68
O -1.501 1.059 1.307 0.05 -0.19 -1.48
H -0.320 1.277 -1.582 -0.12 -0.07 0.07
H -1.799 0.472 -1.932 0.13 -0.04 0.13
H 1.053 -1.773 -0.108 0.02 0.02 0.02
H 1.897 -0.233 -0.322 -0.04 -0.01 0.03
H 1.827 -0.979 1.280 -0.01 0.00 -0.02
```
Forces are in eV/Å.

Atomic partial charges in e from the natural (NBO) method, atoms 1 to 2: -0.67, 0.24